1.
{"formula": "C48H37CrN5O4P2", "method": "ωB97M-V/def2-TZVPD", "species": ["Cr", "C", "C", "N", "C", "C", "C", "C", "C", "C", "C", "N", "C", "C", "C", "C", "C", "C", "C", "C", "N", "C", "H", "H", "H", "H", "H", "H", "H", "H", "H", "H", "H", "H", "O", "C", "O", "C", "C", "N", "N", "C", "C", "O", "O", "H", "H", "H", "C", "P", "C", "C", "C", "C", "C", "C", "C", "C", "C", "C", "C", "C", "P", "C", "C", "C", "C", "C", "C", "C", "C", "C", "C", "C", "C", "H", "H", "H", "H", "H", "H", "H", "H", "H", "H", "H", "H", "H", "H", "H", "H", "H", "H", "H", "H", "H", "H"], "xyz": [[0.1029, -0.0894, -0.1367], [1.9141, 3.7904, 0.7072], [1.6588, 2.4158, 0.6766], [0.5157, 1.9166, 0.2410], [-0.4435, 2.7771, -0.2234], [-0.2850, 4.1717, -0.1850], [0.9445, 4.6652, 0.2967], [-1.3475, 4.9888, -0.6377], [-2.4928, 4.4025, -1.0941], [-2.6414, 2.9989, -1.1580], [-1.6219, 2.1725, -0.7430], [-1.5768, 0.7933, -0.6852], [-2.6879, -0.0323, -0.6282], [-3.8559, -0.0533, -1.3455], [-4.8619, -0.9993, -1.0216], [-4.7374, -1.8707, 0.0216], [-3.5533, -1.8625, 0.7994], [-3.3309, -2.6220, 1.9673], [-2.1532, -2.4759, 2.6559], [-1.1609, -1.6192, 2.1630], [-1.3199, -0.9272, 1.0506], [-2.5270, -0.9923, 0.4117], [2.8743, 4.1386, 1.0624], [2.4100, 1.7096, 0.9999], [1.1147, 5.7361, 0.3288], [-1.2477, 6.0671, -0.5965], [-3.3156, 5.0230, -1.4289], [-3.5659, 2.5848, -1.5341], [-4.0224, 0.6320, -2.1654], [-5.7687, -1.0087, -1.6125], [-5.5358, -2.5603, 0.2648], [-4.1093, -3.2841, 2.3306], [-1.9734, -3.0130, 3.5773], [-0.2206, -1.4990, 2.6846], [5.2407, -3.4125, 0.1248], [4.2858, -4.3214, 0.2331], [4.5134, -5.5005, 0.3127], [2.8746, -3.8361, 0.2435], [1.7940, -4.6726, 0.3654], [0.6947, -3.9003, 0.3152], [0.9824, -2.6047, 0.1773], [2.3011, -2.5513, 0.1391], [2.8801, -1.2004, -0.0923], [4.0730, -1.0060, -0.1948], [1.9752, -0.2678, -0.2074], [4.8921, -2.4980, 0.0224], [1.7650, -5.7470, 0.4737], [-0.2609, -4.2073, 0.3762], [-1.0216, -1.1684, -4.0337], [0.1875, -0.7986, -2.6619], [1.4114, -2.1376, -2.8785], [0.8769, -3.4119, -2.6569], [1.6845, -4.5364, -2.6915], [3.0503, -4.4009, -2.9251], [3.5866, -3.1432, -3.1384], [2.7742, -2.0143, -3.1154], [0.8054, 0.8703, -3.0942], [2.1126, 1.3135, -2.8913], [2.4502, 2.6384, -3.1383], [1.4856, 3.5439, -3.5533], [0.1750, 3.1202, -3.7305], [-0.1603, 1.7981, -3.4994], [-0.6279, -0.4493, -5.7347], [0.9529, -1.3024, -6.1423], [1.0646, -2.6951, -6.1700], [2.2414, -3.2935, -6.5862], [3.3170, -2.5074, -6.9956], [3.2128, -1.1265, -6.9800], [2.0310, -0.5253, -6.5523], [-1.7453, -1.4813, -6.7714], [-1.4145, -1.5858, -8.1266], [-2.2023, -2.3309, -8.9885], [-3.3473, -2.9650, -8.5146], [-3.7093, -2.8237, -7.1863], [-2.9160, -2.0797, -6.3177], [-1.9936, -0.7687, -3.7373], [-1.0971, -2.2516, -4.1031], [-0.1853, -3.5228, -2.4521], [1.2554, -5.5182, -2.5266], [3.6905, -5.2764, -2.9320], [4.6485, -3.0337, -3.3278], [3.2146, -1.0499, -3.3195], [2.8793, 0.6394, -2.5403], [3.4777, 2.9588, -3.0086], [1.7512, 4.5789, -3.7361], [-0.5881, 3.8181, -4.0540], [-1.1863, 1.4876, -3.6489], [0.2187, -3.3134, -5.8883], [2.3188, -4.3747, -6.6120], [4.2312, -2.9788, -7.3384], [4.0441, -0.5138, -7.3100], [1.9371, 0.5561, -6.5466], [-0.5261, -1.0912, -8.5029], [-1.9229, -2.4215, -10.0313], [-3.9541, -3.5631, -9.1829], [-4.6129, -3.2960, -6.8184], [-3.2153, -1.9772, -5.2795]], "total_charge": 1, "e_lumo_ha": [-0.1314, -0.1327], "homo_ha": [-0.368, -0.376], "multiplicity": 4, "homo_lumo_gap_ev": [6.43, 6.62]}

=====

2.
{"formula": "C48H38AsN5O8PbSe", "method": "ωB97M-V/def2-TZVPD", "species": ["Pb", "C", "C", "C", "C", "N", "C", "C", "C", "C", "C", "C", "N", "C", "C", "C", "C", "C", "N", "H", "H", "H", "H", "H", "H", "H", "H", "H", "H", "H", "C", "O", "C", "C", "C", "C", "C", "C", "N", "N", "C", "O", "C", "C", "C", "C", "C", "C", "C", "O", "H", "H", "H", "H", "H", "H", "H", "H", "H", "H", "H", "H", "O", "Se", "O", "O", "O", "O", "As", "C", "C", "C", "C", "C", "C", "C", "C", "C", "C", "C", "C", "C", "C", "C", "C", "C", "C", "H", "H", "H", "H", "H", "H", "H", "H", "H", "H", "H", "H", "H", "H", "H"], "xyz": [[-1.1510, -0.4235, 0.6700], [-5.1310, 1.8212, 2.0880], [-5.2381, 1.5331, 3.4455], [-4.3678, 0.6335, 4.0188], [-3.3916, 0.0288, 3.2252], [-3.2920, 0.3185, 1.9322], [-4.1265, 1.1966, 1.3805], [-2.4457, -0.9884, 3.7821], [-2.7010, -1.6193, 5.0047], [-1.8207, -2.5714, 5.4574], [-0.7126, -2.9061, 4.6914], [-0.5712, -2.3041, 3.4541], [-1.4592, -1.4183, 2.9939], [0.5218, -2.7202, 2.5259], [1.7055, -3.2916, 2.9826], [2.6245, -3.7493, 2.0568], [2.3403, -3.6426, 0.7022], [1.1628, -3.0178, 0.3334], [0.2882, -2.5626, 1.2253], [-5.8021, 2.5159, 1.6017], [-5.9919, 2.0217, 4.0516], [-4.4045, 0.4412, 5.0809], [-3.9700, 1.3966, 0.3225], [-3.5610, -1.3409, 5.5958], [-1.9941, -3.0684, 6.4044], [-0.0011, -3.6434, 5.0332], [1.9173, -3.3388, 4.0424], [3.5586, -4.1862, 2.3890], [3.0270, -4.0116, -0.0488], [0.8954, -2.8705, -0.7089], [-3.5353, -4.2517, 2.0807], [-2.9006, -5.1941, 1.2198], [-2.3665, -4.8282, -0.0016], [-1.9149, -5.9023, -0.7337], [-1.3595, -5.7453, -2.0089], [-1.2871, -4.4740, -2.5312], [-1.7188, -3.3480, -1.8142], [-1.5987, -2.0694, -2.5131], [-1.7754, -0.9107, -2.0172], [-1.7429, 0.1436, -2.9108], [-1.0272, 1.1516, -2.5023], [-0.2579, 1.2104, -1.4871], [-1.1290, 2.3768, -3.3650], [-1.4356, 3.5952, -2.7639], [-1.5459, 4.7501, -3.5253], [-1.3247, 4.7052, -4.8980], [-0.9983, 3.4963, -5.4992], [-0.9090, 2.3367, -4.7373], [-2.2734, -3.4713, -0.4881], [-2.6743, -2.4771, 0.2088], [-3.9064, -4.8449, 2.9199], [-4.3659, -3.7434, 1.5930], [-2.8476, -3.4964, 2.4472], [-2.0077, -6.8889, -0.2901], [-1.0100, -6.6047, -2.5678], [-0.8809, -4.3197, -3.5283], [-1.3258, -2.1399, -3.5737], [-1.5726, 3.6286, -1.6882], [-1.8025, 5.6894, -3.0499], [-1.4046, 5.6068, -5.4956], [-0.8188, 3.4575, -6.5686], [-0.6703, 1.3878, -5.2031], [1.0124, 0.3458, 3.9899], [-0.0232, 1.5767, 3.7214], [-1.3883, 1.3881, 4.6452], [-0.4782, 1.5993, 2.1175], [0.6581, 3.0133, 4.0918], [1.5318, -0.0655, 0.4014], [2.0004, 1.1748, -0.5749], [1.5886, 3.0310, -0.2489], [1.7969, 3.4263, 1.0672], [1.4874, 4.7210, 1.4551], [0.9873, 5.6165, 0.5202], [0.8212, 5.2303, -0.8067], [1.1211, 3.9333, -1.1943], [2.0688, 0.5219, -2.4072], [1.7065, 1.1830, -3.5720], [1.7344, 0.5153, -4.7889], [2.1138, -0.8186, -4.8510], [2.4857, -1.4827, -3.6873], [2.4664, -0.8123, -2.4735], [3.9359, 1.3220, -0.2432], [4.7373, 2.1068, -1.0686], [6.0834, 2.2813, -0.7837], [6.6363, 1.6766, 0.3414], [5.8376, 0.9043, 1.1750], [4.4901, 0.7272, 0.8823], [2.1505, 2.7156, 1.8025], [1.5954, 4.9908, 2.4959], [0.7027, 6.6174, 0.8254], [0.4226, 5.9275, -1.5345], [0.9535, 3.6224, -2.2174], [1.3848, 2.2174, -3.5380], [1.4417, 1.0359, -5.6945], [2.1058, -1.3418, -5.7995], [2.7785, -2.5254, -3.7248], [2.7357, -1.3171, -1.5530], [4.2981, 2.5859, -1.9384], [6.7033, 2.8917, -1.4312], [7.6859, 1.8199, 0.5718], [6.2672, 0.4455, 2.0582], [3.8426, 0.1402, 1.5283]], "total_charge": -2, "e_lumo_ha": 0.1555, "homo_ha": -0.070, "homo_lumo_gap_ev": 6.13}

=====

Going through the records in order, we get ΔE to the lowest compared entry with this formula, charge and spin values of 34.2, 22.8 kcal per mole.
Going through the records in order, we get maximum force values of 0.9, 1.0 eV/A.
Going through the records in order, we get total energy values of -113014.605, -205654.590 eV.